1.
{
  "formula": "C43H51F2LaN8O6",
  "method": "ωB97M-V/def2-TZVPD",
  "homo_ev": [-1.2, -1.2],
  "total_energy_ha": -2790.1690,
  "max_force_ha_per_bohr": 0.0313,
  "homo_lumo_gap_ev": [5.0, 5.0],
  "total_charge": -2,
  "symbols": ["La", "C", "C", "C", "C", "C", "C", "C", "N", "C", "C", "C", "C", "C", "C", "C", "C", "C", "C", "N", "C", "C", "C", "N", "C", "C", "C", "C", "C", "C", "C", "C", "C", "C", "C", "C", "C", "C", "N", "C", "C", "H", "H", "H", "H", "H", "H", "H", "H", "H", "H", "H", "H", "H", "H", "H", "H", "H", "H", "H", "H", "H", "H", "H", "H", "H", "H", "H", "H", "H", "H", "H", "H", "H", "H", "H", "H", "H", "H", "H", "H", "H", "H", "H", "H", "N", "N", "C", "O", "O", "H", "H", "H", "O", "C", "O", "C", "C", "N", "N", "C", "C", "O", "O", "H", "H", "H", "F", "C", "F", "H"],
  "coordinates": [[0.3680, -0.1870, -0.1614], [-2.9889, -5.9898, -0.0980], [-1.9709, -5.5393, -1.1543], [-1.8350, -4.0494, -1.1995], [-2.4194, -3.1853, -2.0725], [-3.3254, -3.5040, -3.2205], [-4.7989, -3.2573, -2.8728], [-2.0130, -1.8367, -1.6757], [-1.2038, -1.9134, -0.6014], [-1.0532, -3.2480, -0.2684], [-0.3063, -3.7571, 0.7630], [0.4618, -3.0702, 1.7502], [1.1098, -3.6477, 2.8726], [1.1674, -5.1035, 3.2228], [-0.0154, -5.5494, 4.0934], [1.6616, -2.5878, 3.5980], [1.3237, -1.4177, 2.8830], [1.4823, -0.0188, 3.3451], [1.6839, 2.0886, 1.9194], [0.8543, 1.9467, 0.8818], [0.3228, 3.1722, 0.6464], [-0.6568, 3.4222, -0.3778], [-1.3791, 2.5427, -1.1329], [-1.4296, 1.1636, -1.0184], [-2.1575, 0.6870, -2.0424], [-2.4322, -0.6625, -2.3290], [-2.6439, 1.8059, -2.8602], [-2.1862, 2.9440, -2.2861], [-2.4029, 4.3529, -2.7370], [-3.4670, 5.0670, -1.8933], [-3.4368, 1.6648, -4.1204], [-4.9381, 1.4877, -3.8625], [0.8730, 4.1094, 1.5504], [1.7543, 3.4017, 2.3858], [2.5354, 3.9012, 3.5696], [1.7292, 3.8288, 4.8742], [0.5863, 5.5780, 1.6216], [1.5553, 6.4109, 0.7715], [0.6250, -1.7173, 1.7747], [2.4206, -2.6379, 4.8911], [1.5451, -2.3148, 6.1119], [-3.0502, -7.0802, -0.0511], [-3.9782, -5.5954, -0.3353], [-2.7034, -5.6097, 0.8830], [-2.2858, -5.9112, -2.1326], [-1.0005, -5.9917, -0.9348], [-3.1947, -4.5471, -3.5202], [-3.0475, -2.8853, -4.0783], [-5.1062, -3.9089, -2.0530], [-5.4463, -3.4482, -3.7328], [-4.9370, -2.2257, -2.5482], [-0.3164, -4.8384, 0.8627], [2.0956, -5.3131, 3.7638], [1.1788, -5.7060, 2.3100], [-0.0391, -4.9757, 5.0208], [0.0579, -6.6125, 4.3443], [-0.9562, -5.3757, 3.5693], [1.9493, 0.0130, 4.3272], [-0.8170, 4.4729, -0.5959], [-3.0515, -0.8280, -3.2025], [-2.7123, 4.3614, -3.7845], [-1.4603, 4.9003, -2.6701], [-4.4316, 4.5662, -1.9936], [-3.5821, 6.1075, -2.2087], [-3.1914, 5.0503, -0.8386], [-3.0660, 0.8036, -4.6820], [-3.2831, 2.5467, -4.7467], [-5.1147, 0.6179, -3.2280], [-5.4819, 1.3520, -4.8014], [-5.3417, 2.3638, -3.3519], [2.8554, 4.9323, 3.3919], [3.4565, 3.3123, 3.6846], [0.9143, 4.5544, 4.8488], [2.3591, 4.0375, 5.7449], [1.2672, 2.8476, 4.9845], [0.6511, 5.9111, 2.6621], [-0.4337, 5.7684, 1.2792], [2.5825, 6.2627, 1.1097], [1.3171, 7.4765, 0.8442], [1.4970, 6.1084, -0.2746], [3.2484, -1.9203, 4.8576], [2.8642, -3.6298, 5.0195], [0.9515, -1.4180, 5.9288], [2.1592, -2.1541, 7.0031], [0.8535, -3.1337, 6.3156], [2.8337, 0.1627, 1.3063], [2.3609, 0.8998, 2.4263], [0.0005, 0.6400, 3.5097], [-0.1704, 1.1386, 4.6351], [-0.7402, 0.5225, 2.5295], [3.2604, -0.7194, 1.5615], [3.3959, 0.7263, 0.6783], [3.1171, 1.2361, 3.0229], [2.5388, 2.1034, -6.1348], [3.6396, 1.4350, -5.9063], [4.4883, 1.2426, -6.7646], [3.8307, 0.9391, -4.5241], [4.9121, 0.2114, -4.0837], [4.7436, 0.0438, -2.7575], [3.6178, 0.5902, -2.3062], [3.0347, 1.1216, -3.3599], [1.6421, 1.6654, -3.1970], [1.1632, 2.3188, -4.1689], [1.0871, 1.4348, -2.1117], [1.9329, 2.1859, -5.2584], [5.7597, -0.1718, -4.6256], [5.2662, -0.5398, -2.1285], [3.2995, -1.7834, -0.5815], [1.9126, -2.0194, -1.0087], [2.0096, -1.9131, -2.4265], [1.8342, -3.1095, -0.8580]],
  "forces_ev_per_a": [[1.0, 0.9, 0.3], [0.1, 0.0, -0.1], [-0.1, 0.1, 0.1], [-0.1, 0.1, -0.3], [0.1, -0.4, 0.0], [-0.1, 0.1, 0.2], [0.1, 0.0, -0.1], [0.0, 0.2, 0.3], [-1.1, -0.6, -0.3], [0.2, -0.4, 0.4], [-0.3, 0.1, -0.4], [0.3, 0.2, 0.4], [0.0, -0.1, -0.2], [-0.2, 0.1, 0.1], [0.1, -0.1, -0.1], [0.2, 0.2, -0.1], [0.3, -0.3, 0.0], [-1.2, -0.1, 0.3], [-0.2, 0.7, -0.5], [0.5, 1.1, 0.5], [0.3, 0.1, 0.4], [-0.3, -0.3, -0.3], [0.0, 0.6, 0.3], [-1.1, 0.1, -0.5], [0.1, 0.2, 0.4], [-0.1, -0.2, -0.2], [0.1, 0.3, -0.1], [-0.1, -0.2, -0.2], [-0.1, 0.0, 0.2], [0.1, 0.0, -0.1], [-0.1, 0.0, 0.2], [0.1, 0.0, -0.1], [-0.2, -0.1, 0.0], [0.3, -0.3, 0.2], [-0.2, 0.0, 0.0], [0.1, 0.0, -0.1], [0.2, -0.1, -0.2], [-0.1, 0.0, 0.1], [-0.2, -0.8, 0.4], [-0.2, 0.1, 0.0], [0.1, 0.0, 0.0], [0.0, 0.0, 0.0], [0.0, 0.0, 0.0], [0.0, 0.0, 0.0], [0.1, 0.0, 0.0], [0.0, 0.0, 0.0], [0.0, 0.0, 0.0], [0.0, 0.0, 0.0], [0.0, 0.0, 0.0], [0.0, 0.0, 0.0], [-0.1, 0.0, 0.0], [0.0, 0.0, 0.0], [0.0, -0.1, -0.1], [0.1, 0.0, 0.0], [0.0, 0.0, 0.0], [-0.1, 0.0, 0.0], [0.0, 0.0, 0.0], [0.2, 0.1, -0.1], [0.0, 0.0, -0.1], [0.0, 0.0, 0.0], [0.1, 0.0, 0.0], [0.0, 0.0, -0.1], [0.0, 0.0, 0.0], [0.0, 0.0, 0.0], [0.0, 0.0, 0.0], [0.0, 0.0, 0.0], [0.0, 0.0, 0.0], [0.0, 0.0, 0.0], [0.0, 0.0, 0.0], [0.0, 0.0, 0.0], [0.1, 0.0, 0.0], [0.0, 0.1, 0.0], [0.0, 0.0, 0.0], [0.0, 0.0, 0.0], [0.0, 0.0, 0.1], [-0.1, 0.0, 0.0], [0.0, 0.0, 0.1], [0.0, 0.0, 0.0], [0.1, 0.0, -0.1], [0.0, 0.0, 0.0], [0.0, -0.1, 0.0], [0.1, 0.0, 0.0], [0.0, 0.0, 0.0], [0.0, 0.0, 0.0], [0.0, 0.0, 0.0], [0.0, -0.2, -0.5], [0.0, 0.3, 0.0], [0.7, -0.2, 0.1], [-0.1, 0.0, 0.0], [-0.1, 0.0, 0.0], [-0.1, 0.0, 0.1], [0.0, 0.2, 0.1], [0.0, 0.0, 0.0], [0.4, -0.2, -0.4], [0.0, 0.1, -0.3], [0.0, -0.1, 0.1], [0.0, -0.1, 0.2], [0.0, 0.1, 0.0], [0.1, 0.0, -0.1], [-0.1, -0.1, 0.4], [0.0, -0.1, -0.1], [0.1, 0.2, 0.4], [-0.2, -0.2, 0.4], [0.1, -0.1, -0.4], [-0.1, 0.2, -0.1], [0.0, 0.0, 0.0], [0.0, 0.0, 0.0], [0.1, -0.2, 0.0], [1.2, -0.9, -0.6], [0.0, -0.1, 0.0], [0.0, 0.1, 0.0]]
}



2.
{
  "formula": "C2HBr3N2O5",
  "method": "ωB97M-V/def2-TZVPD",
  "homo_ev": -10.7,
  "total_energy_ha": -8284.3297,
  "smiles": "O=[N+]([O-])C(Br)(Br)[C@](O)(Br)[N+](=O)[O-]",
  "max_force_ha_per_bohr": 0.0669,
  "homo_lumo_gap_ev": 9.4,
  "symbols": ["O", "N", "O", "C", "Br", "Br", "C", "O", "Br", "N", "O", "O", "H"],
  "coordinates": [[-0.9095, -0.6329, -2.2901], [-0.8159, 0.4107, -1.7605], [-0.8371, 1.5103, -2.1815], [-0.8596, 0.3267, -0.1876], [-0.5730, 2.1341, 0.4015], [-2.4709, -0.5202, 0.3392], [0.3954, -0.4421, 0.2109], [1.4608, 0.0428, -0.5846], [0.1710, -2.4507, -0.0362], [0.6958, -0.2572, 1.6461], [-0.0935, -0.6322, 2.4601], [1.6987, 0.3718, 1.8482], [2.1378, 0.1390, 0.1345]],
  "forces_ev_per_a": [[0.2, -1.8, -1.7], [-1.0, 0.5, 2.6], [0.3, 1.2, -1.9], [0.5, 0.4, 0.1], [-0.5, 0.1, 0.7], [-0.3, 0.5, 0.0], [0.9, -1.5, -2.9], [-1.2, -1.0, 2.2], [0.5, 1.1, 0.2], [-0.4, 0.4, 0.6], [-0.3, -0.3, 0.3], [1.4, 0.2, 0.7], [0.2, 0.4, -0.9]]
}



3.
{
  "formula": "C22H27ClCu2N5O6",
  "method": "ωB97M-V/def2-TZVPD",
  "s2": 2.020,
  "homo_ev": [-10.1, -10.1],
  "total_energy_ha": -5320.4588,
  "max_force_ha_per_bohr": 0.1419,
  "spin_multiplicity": 3,
  "homo_lumo_gap_ev": [5.0, 3.3],
  "total_charge": 1,
  "symbols": ["Cu", "Cu", "Cl", "O", "C", "O", "O", "H", "O", "C", "O", "O", "H", "N", "C", "C", "C", "C", "H", "H", "H", "H", "H", "N", "C", "C", "C", "C", "H", "H", "H", "H", "H", "N", "C", "C", "C", "C", "H", "H", "H", "H", "H", "N", "C", "C", "C", "C", "H", "H", "H", "H", "H", "N", "C", "C", "C", "C", "H", "H", "H", "H", "H"],
  "coordinates": [[-2.4362, -0.3819, -3.0122], [-3.0945, -2.9634, 1.8240], [-0.7439, 1.5400, -2.8315], [-0.2100, 0.0578, 0.2198], [-1.0719, -0.9467, 0.0358], [-1.6135, -1.6055, 0.8884], [-1.4323, -1.2573, -1.1127], [-0.0009, 0.1994, -0.7064], [-3.2804, -3.2185, -0.5206], [-4.1564, -3.0595, -1.5017], [-5.3298, -3.5299, -1.3851], [-4.0035, -2.3674, -2.5268], [-2.5391, -2.9068, -1.0449], [-2.3375, 2.1678, 1.9167], [-3.3410, 2.4930, 2.7819], [-3.0600, 3.6031, 3.5012], [-1.8812, 4.0523, 3.0267], [-1.4472, 3.1967, 2.0307], [-2.1421, 1.3057, 1.4281], [-4.1444, 1.7745, 2.8500], [-3.7249, 3.8488, 4.3161], [-1.3897, 4.9826, 3.2704], [-0.5568, 3.1498, 1.4212], [1.1400, 3.4842, -0.8019], [1.1724, 4.6898, -0.2675], [2.1613, 4.7415, 0.7403], [2.7520, 3.4005, 0.7222], [2.1152, 2.6580, -0.2645], [0.4922, 3.1922, -1.5197], [0.4810, 5.4499, -0.6001], [2.2497, 5.5672, 1.4307], [3.4482, 2.9948, 1.4412], [2.2356, 1.6300, -0.5728], [-1.7478, -3.2331, -5.2116], [-1.3675, -2.0400, -5.6924], [-0.4587, -1.4398, -4.8694], [-0.3860, -2.2470, -3.7889], [-1.1433, -3.3971, -4.0138], [-2.4578, -3.7879, -5.6678], [-1.6438, -1.6870, -6.6749], [0.0566, -0.5230, -5.1148], [0.2731, -2.1853, -2.9356], [-1.3249, -4.3397, -3.5189], [0.7553, 0.1066, 2.8416], [0.6903, -0.9091, 3.6894], [1.6736, -0.7435, 4.7138], [2.4788, 0.3196, 4.3102], [1.8415, 0.8279, 3.1775], [0.2437, 0.2417, 1.9812], [-0.1104, -1.6338, 3.6754], [1.6193, -1.4109, 5.5612], [3.3161, 0.6371, 4.9138], [2.1448, 1.6577, 2.5564], [3.7910, -2.3586, 0.3219], [3.7427, -3.2192, -0.6880], [2.7990, -2.7275, -1.5197], [2.3766, -1.4543, -1.0473], [2.9250, -1.2940, 0.2059], [4.3009, -2.4604, 1.1878], [4.4225, -4.0583, -0.6740], [2.4625, -3.2343, -2.4120], [1.5788, -0.8360, -1.4317], [2.8378, -0.5137, 0.9475]],
  "forces_ev_per_a": [[1.5, 0.3, 0.4], [0.8, 0.8, -1.2], [-0.7, -0.8, 0.2], [-0.4, -0.6, 1.0], [-1.7, -0.9, -3.4], [-0.8, -1.4, 7.1], [0.7, 0.8, -2.9], [0.6, 1.4, -1.1], [-0.8, -0.7, -0.9], [-2.9, 0.4, -0.2], [0.7, 0.1, 0.0], [0.6, -0.3, 0.5], [2.6, 1.1, 0.7], [0.2, 1.4, 0.4], [-1.4, -3.2, -0.2], [-2.8, -1.4, 0.9], [3.1, 1.7, -1.4], [1.2, -0.3, -0.1], [-0.5, 0.4, -0.1], [-0.2, 0.3, 0.3], [0.3, 0.7, -0.1], [0.1, -0.1, 0.1], [0.1, 0.5, 0.1], [0.6, -2.0, -0.8], [0.9, 1.6, 1.9], [-1.1, -1.7, -1.2], [-0.9, 0.9, 0.1], [-0.5, 1.0, 0.7], [0.0, -0.1, -0.2], [0.1, 0.0, 0.1], [0.5, -0.2, -0.1], [0.4, 0.2, -0.2], [0.0, 0.2, -0.1], [-0.5, 0.4, -0.5], [-0.1, 1.1, -2.4], [-0.7, 1.7, -1.8], [1.0, -3.0, 3.2], [-0.3, -0.3, 0.4], [0.3, -0.2, 0.4], [-0.3, -0.2, 0.0], [-0.1, 0.0, 0.3], [-0.1, 0.3, 0.0], [0.3, 0.3, 0.5], [0.6, -0.2, 0.1], [-1.2, -0.3, 0.9], [0.2, 0.0, -0.8], [-0.9, -1.8, 2.1], [0.9, 1.5, -1.0], [-0.3, 0.0, -0.5], [0.1, 0.0, -0.3], [0.7, 0.3, 0.2], [0.0, 0.5, -0.6], [-0.1, 0.2, -0.1], [0.7, 1.8, 3.6], [0.2, -0.5, 0.2], [-0.6, 0.2, -2.0], [-1.3, -0.4, 0.9], [0.6, -0.7, -1.3], [0.3, -0.3, -0.4], [-0.4, -0.1, -0.3], [0.1, 0.3, -0.1], [0.3, -0.1, -0.4], [0.2, -0.1, -0.1]]
}